(1)
Here is the ion C4H4IN2 with charge +1 in a non-equilibrium geometry from the Open Molecules 2025 dataset. Energies are from ωB97M-V with the def2-TZVPD basis set.

Its energy is -15283.768 eV. The HOMO-LUMO gap comes out at 7.05 eV. The value obtained for the max |F| is 2.58 eV Å⁻¹.

The geometry in ORCA input format:
```
! RIJCOSX wB97M-V def2-TZVPD def2/J DEFGRID3
* xyz 1 1
C -0.592 -0.193 0.130
C 0.196 0.535 1.085
C 1.386 0.326 -0.806
C -1.864 -0.660 0.534
N 1.366 0.795 0.449
N 0.263 -0.277 -1.089
I -2.628 -0.245 2.374
H 2.208 0.432 -1.498
H -2.467 -1.274 -0.124
H 2.128 1.277 0.907
H 0.004 -0.716 -1.962
*
```

Atom charges from the Löwdin analysis, given in e for atoms 1 to 5: -0.317, -0.022, -0.041, -0.500, 0.072


(2)
Here is an isolated molecule of C4H4IN3O2 in a non-equilibrium geometry from the Open Molecules 2025 dataset. Energies are from ωB97M-V with the def2-TZVPD basis set.

Its energy is -20871.186 eV. The HOMO-LUMO gap (spin up / spin down) comes out at 7.59 / 7.59 eV. The value obtained for the max |F| is 4.01 eV Å⁻¹.

The geometry in ORCA input format:
```
! RIJCOSX wB97M-V def2-TZVPD def2/J DEFGRID3
* xyz 0 1
C 1.122 -0.950 -0.022
C 0.790 0.459 0.063
C -1.137 -1.403 -0.195
C 1.743 1.629 0.038
N 0.032 -1.683 -0.157
N -0.466 0.739 0.074
N -2.428 -1.733 0.089
O -2.616 -2.951 0.244
O -3.310 -0.899 0.058
I -1.604 2.453 0.018
H 2.075 -1.281 -0.201
H 1.208 2.623 0.059
H 2.374 1.473 0.797
H 2.215 1.525 -0.864
*
```

Atom charges from the Löwdin analysis, given in e for atoms 1 to 5: -0.057, -0.422, 0.006, -0.034, 0.123


(3)
Here is a cluster of 2 separate species, C4H4INO in total in a non-equilibrium geometry from the Open Molecules 2025 dataset. Energies are from ωB97M-V with the def2-TZVPD basis set.

Its energy is -15846.548 eV. As for the SMILES: O=C/C=N/I.C#C. The HOMO-LUMO gap comes out at 9.16 eV. The value obtained for the max |F| is 3.63 eV Å⁻¹.

The geometry in ORCA input format:
```
! RIJCOSX wB97M-V def2-TZVPD def2/J DEFGRID3
* xyz 0 1
O -1.819 0.331 -1.828
C -1.514 -0.123 -0.788
C -0.977 0.774 0.342
N -0.879 0.300 1.471
I -0.297 1.390 3.131
H -1.731 -1.271 -0.667
H -0.778 1.907 0.033
C 1.940 -0.861 0.162
C 1.874 -0.710 -1.032
H 2.213 -1.044 1.214
H 1.968 -0.693 -2.037
*
```

Atom charges from the Löwdin analysis, given in e for atoms 1 to 5: 0.061, -0.288, -0.357, -0.454, 0.694


(4)
Here is a structure of composition C4H4KMgO5 in a non-equilibrium geometry from the Open Molecules 2025 dataset. Energies are from ωB97M-V with the def2-TZVPD basis set.

Its energy is -36220.574 eV. Its expectation value of S² is 0.754. The HOMO-LUMO gap (spin up / spin down) comes out at 5.85 / 6.57 eV. The value obtained for the max |F| is 2.53 eV Å⁻¹.

The geometry in ORCA input format:
```
! RIJCOSX wB97M-V def2-TZVPD def2/J DEFGRID3
* xyz 0 2
O 1.012 1.277 -0.378
O 1.166 -0.595 0.750
C 3.177 -2.257 -0.399
C 4.559 -1.710 -0.199
O 4.505 -0.308 -0.099
C 0.446 0.284 0.165
H 2.779 -2.984 0.316
H 2.656 -2.012 -1.332
H 5.199 -2.007 -1.052
H 5.009 -2.150 0.710
O -1.535 -1.079 0.191
O -1.788 1.078 -0.207
C -1.070 0.078 0.039
Mg 2.838 0.504 0.166
K -4.938 -0.132 0.048
*
```

Atom charges from the Löwdin analysis, given in e for atoms 1 to 5: -0.055, -0.066, 0.015, -0.449, -0.385


(5)
Here is a structure of composition C4H4LaO in a non-equilibrium geometry from the Open Molecules 2025 dataset. Energies are from ωB97M-V with the def2-TZVPD basis set.

Its energy is -7094.145 eV. Its expectation value of S² is 1.300. The HOMO-LUMO gap (spin up / spin down) comes out at 4.76 / 4.56 eV. The value obtained for the max |F| is 2.72 eV Å⁻¹.

The geometry in ORCA input format:
```
! RIJCOSX wB97M-V def2-TZVPD def2/J DEFGRID3
* xyz 2 2
C 2.049 1.692 -1.994
C 2.083 0.927 -1.043
H 2.604 0.360 -0.286
H 1.729 2.314 -2.814
C -0.637 -0.180 0.169
C -0.708 -1.016 1.204
O -1.815 -1.434 1.813
La -4.166 -1.638 1.740
H -1.366 0.307 -0.480
H 0.226 -1.332 1.692
*
```

Atom charges from the Löwdin analysis, given in e for atoms 1 to 5: 0.036, -0.037, 0.028, 0.036, 0.255


(6)
Here is a structure of composition C4H4LaO in a non-equilibrium geometry from the Open Molecules 2025 dataset. Energies are from ωB97M-V with the def2-TZVPD basis set.

Its energy is -7060.768 eV. Its expectation value of S² is 0.763. The HOMO-LUMO gap (spin up / spin down) comes out at 6.90 / 7.12 eV. The value obtained for the max |F| is 3.16 eV Å⁻¹.

The geometry in ORCA input format:
```
! RIJCOSX wB97M-V def2-TZVPD def2/J DEFGRID3
* xyz 4 2
H 0.670 0.616 -1.068
C 2.023 -1.132 1.423
C 1.104 -0.838 0.647
C 0.140 -0.463 -0.280
C -0.462 0.899 -0.200
O -1.546 1.162 -0.796
H 2.893 -1.383 2.022
H -0.493 -1.272 -0.679
H -0.255 1.504 0.711
La -4.074 0.907 -1.780
*
```

Atom charges from the Löwdin analysis, given in e for atoms 1 to 5: 0.347, 0.528, 0.126, 0.031, -0.200


(7)
Here is a structure of composition C4H4Li2O2Y in a non-equilibrium geometry from the Open Molecules 2025 dataset. Energies are from ωB97M-V with the def2-TZVPD basis set.

Its energy is -9727.924 eV. The HOMO-LUMO gap comes out at 6.03 eV. The value obtained for the max |F| is 8.00 eV Å⁻¹.

The geometry in ORCA input format:
```
! RIJCOSX wB97M-V def2-TZVPD def2/J DEFGRID3
* xyz 3 1
O 0.369 -2.741 1.091
C -0.747 -2.164 0.857
C -1.279 -0.975 0.705
Li 0.598 -4.522 1.474
Li 1.092 -1.206 1.945
H -2.001 -2.418 0.650
C -3.235 1.004 0.565
C -2.817 -0.085 1.411
O -2.490 1.506 -0.324
H -4.141 1.568 0.840
H -3.644 -0.791 1.586
H -2.464 0.352 2.362
Y -0.629 0.657 -0.883
*
```

Atom charges from the Löwdin analysis, given in e for atoms 1 to 5: -0.257, -0.502, -0.292, 0.892, 0.808


(8)
Here is a structure of composition C4H4LiO2Sn in a non-equilibrium geometry from the Open Molecules 2025 dataset. Energies are from ωB97M-V with the def2-TZVPD basis set.

Its energy is -14335.611 eV. The HOMO-LUMO gap comes out at 8.22 eV. The value obtained for the max |F| is 5.40 eV Å⁻¹.

The geometry in ORCA input format:
```
! RIJCOSX wB97M-V def2-TZVPD def2/J DEFGRID3
* xyz 1 1
H -3.207 0.228 0.206
C 0.427 -0.707 0.460
C -0.451 -1.888 0.045
C -1.064 -0.611 0.463
C -1.980 0.324 0.288
O -1.753 1.641 0.244
O 1.140 0.051 -0.434
H 0.893 -0.830 1.449
H -0.475 -2.745 0.724
H -0.505 -2.137 -1.020
Sn 0.207 1.616 -0.582
Li -3.106 2.834 0.547
*
```

Atom charges from the Löwdin analysis, given in e for atoms 1 to 5: 0.172, -0.415, 0.004, -0.209, -0.320